(1)
{
  "formula": "H3NO2S",
  "method": "wB97M-V/def2-TZVPD",
  "elements": ["S", "O", "H", "H", "N", "H", "O"],
  "coordinates": [[-1.381, 0.030, -0.253], [-1.480, -1.269, 0.317], [1.156, 0.970, -0.469], [1.343, -0.052, 0.907], [1.160, 0.054, -0.087], [1.624, -0.646, -0.611], [-2.422, 0.912, 0.196]],
  "lumo_ev": -0.2,
  "e_above_lowest_kcal_mol": 8.61,
  "total_charge": 0,
  "total_energy_ha": -605.199143,
  "homo_lumo_gap_ev": 9.790
}

(2)
{
  "formula": "H3NO3P",
  "method": "wB97M-V/def2-TZVPD",
  "elements": ["H", "H", "N", "O", "H", "O", "P", "O"],
  "coordinates": [[-1.694, 1.894, 0.278], [1.276, 0.987, 0.177], [0.869, 0.160, -0.255], [-1.539, 1.202, -0.314], [1.307, -1.740, -0.263], [-1.166, -1.393, -0.297], [-0.776, -0.193, 0.501], [1.723, -0.917, 0.172]],
  "lumo_ev": 4.5,
  "e_above_lowest_kcal_mol": 91.40,
  "total_charge": -1,
  "total_energy_ha": -623.663954,
  "homo_lumo_gap_ev": 7.415
}

(3)
{
  "formula": "H3NO3P2",
  "method": "wB97M-V/def2-TZVPD",
  "elements": ["O", "P", "O", "N", "O", "H", "H", "P", "H"],
  "coordinates": [[1.235, 2.160, -0.056], [-0.358, -1.445, 0.846], [0.281, 1.029, -2.077], [0.574, -0.342, 0.333], [-1.165, 1.244, -0.121], [2.010, -1.240, 0.056], [-1.424, -1.945, 0.114], [0.244, 1.220, -0.640], [-1.397, -0.682, 1.544]],
  "lumo_ev": 7.2,
  "e_above_lowest_kcal_mol": 82.77,
  "total_charge": -2,
  "total_energy_ha": -964.897674,
  "homo_lumo_gap_ev": 6.724
}

(4)
{
  "formula": "H3NO3PS",
  "method": "wB97M-V/def2-TZVPD",
  "elements": ["H", "P", "H", "O", "H", "N", "S", "O", "O"],
  "coordinates": [[0.446, 1.543, -1.051], [-1.071, 0.429, 0.078], [-0.338, -1.397, -0.728], [1.671, -1.451, 0.293], [-0.471, 0.083, 1.344], [0.387, 0.718, -0.620], [1.943, 0.020, 0.325], [-1.265, -1.131, -0.366], [2.975, 0.346, -0.643]],
  "lumo_ev": 4.0,
  "e_above_lowest_kcal_mol": 3.72,
  "total_charge": -1,
  "total_energy_ha": -1021.882358,
  "homo_lumo_gap_ev": 8.212
}

(5)
{
  "formula": "H3NO3Si",
  "method": "wB97M-V/def2-TZVPD",
  "elements": ["O", "Si", "H", "O", "N", "H", "H", "O"],
  "coordinates": [[3.985, -0.076, -1.547], [0.278, 0.002, 0.069], [-0.237, -0.318, -1.173], [1.838, -0.189, 0.135], [2.826, 0.106, -1.654], [-0.129, -1.052, 0.876], [-0.350, 1.457, 0.440], [2.043, 0.427, -2.415]],
  "lumo_ev": [-1.9, -2.3],
  "e_above_lowest_kcal_mol": 94.92,
  "total_charge": 0,
  "total_energy_ha": -571.562733,
  "homo_lumo_gap_ev": [8.763, 8.171]
}

(6)
{
  "formula": "H3NOS2",
  "method": "wB97M-V/def2-TZVPD",
  "elements": ["S", "H", "S", "H", "O", "H", "N"],
  "coordinates": [[-0.242, -0.561, -0.275], [0.987, 1.113, 0.572], [0.774, -2.265, -0.007], [-0.621, 1.211, 1.233], [-1.686, -0.588, -0.327], [0.797, 0.284, -1.717], [-0.008, 0.806, 0.521]],
  "lumo_ev": [-1.2, -1.2],
  "e_above_lowest_kcal_mol": 68.54,
  "total_charge": 0,
  "total_energy_ha": -928.027707,
  "homo_lumo_gap_ev": [8.070, 8.069]
}

(7)
{
  "formula": "H3O3PS",
  "method": "wB97M-V/def2-TZVPD",
  "elements": ["P", "S", "O", "H", "O", "H", "H", "O"],
  "coordinates": [[1.054, -0.306, -0.878], [-1.515, -0.735, -0.239], [1.669, -1.105, 0.373], [0.675, 1.318, 0.614], [1.062, 1.109, -0.240], [-2.788, 0.978, -0.082], [1.771, -2.066, 0.251], [-1.927, 0.807, 0.201]],
  "lumo_ev": 0.2,
  "e_above_lowest_kcal_mol": 78.66,
  "total_charge": 0,
  "total_energy_ha": -967.048847,
  "homo_lumo_gap_ev": 8.041
}

(8)
{
  "formula": "H3O3Sn",
  "method": "wB97M-V/def2-TZVPD",
  "elements": ["H", "O", "H", "H", "O", "O", "Sn"],
  "coordinates": [[-0.683, 3.394, 1.177], [0.091, 2.803, 1.101], [2.592, -1.868, -0.778], [-2.582, -0.822, -0.987], [-1.649, -1.097, -1.072], [1.865, -2.335, -0.322], [0.365, -0.075, 0.880]],
  "spin_multiplicity": 2,
  "lumo_ev": [7.0, 7.0],
  "s_squared": 0.7537,
  "total_charge": -2,
  "total_energy_ha": -441.632431,
  "homo_lumo_gap_ev": [5.668, 7.269]
}

(9)
{
  "formula": "H3O4PSi",
  "method": "wB97M-V/def2-TZVPD",
  "elements": ["H", "O", "H", "O", "Si", "O", "H", "O", "P"],
  "coordinates": [[-0.050, -0.391, 1.311], [-3.183, -0.956, 1.071], [-0.099, -1.162, -0.813], [-4.188, 1.366, 1.071], [-0.291, 0.015, -0.145], [-1.573, 0.921, -0.321], [0.591, 1.076, -0.531], [-4.327, -0.071, -1.002], [-3.701, 0.186, 0.309]],
  "lumo_ev": 6.7,
  "e_above_lowest_kcal_mol": 12.78,
  "total_charge": -2,
  "total_energy_ha": -933.682641,
  "homo_lumo_gap_ev": 6.821
}

(10)
{
  "formula": "H3OPS",
  "method": "wB97M-V/def2-TZVPD",
  "elements": ["H", "H", "S", "P", "O", "H"],
  "coordinates": [[0.641, -0.919, -0.758], [-1.432, 1.568, -0.350], [-1.762, 0.254, -0.089], [0.324, 0.026, 0.102], [0.790, 1.343, -0.091], [0.305, -0.556, 1.447]],
  "lumo_ev": 0.7,
  "e_above_lowest_kcal_mol": 12.02,
  "total_charge": 0,
  "total_energy_ha": -816.563181,
  "homo_lumo_gap_ev": 10.679
}

(11)
{
  "formula": "H3OPS",
  "method": "wB97M-V/def2-TZVPD",
  "elements": ["H", "P", "O", "H", "S", "H"],
  "coordinates": [[-1.707, -0.267, 0.767], [-0.224, 0.677, -0.475], [-1.063, -0.581, 0.085], [1.400, -0.173, 1.462], [1.655, -0.084, 0.037], [-0.061, 0.428, -1.876]],
  "lumo_ev": 0.6,
  "e_above_lowest_kcal_mol": 4.65,
  "total_charge": 0,
  "total_energy_ha": -816.574930,
  "homo_lumo_gap_ev": 9.473
}

(12)
{
  "formula": "H3OPS",
  "method": "wB97M-V/def2-TZVPD",
  "elements": ["H", "P", "H", "S", "H", "O"],
  "coordinates": [[-0.480, 1.751, 0.123], [0.161, -0.389, 0.000], [-0.251, -0.967, -1.330], [2.030, 0.068, 0.139], [-0.566, -1.399, 0.917], [-0.894, 0.936, 0.151]],
  "lumo_ev": 0.7,
  "e_above_lowest_kcal_mol": 1.52,
  "total_charge": 0,
  "total_energy_ha": -816.579920,
  "homo_lumo_gap_ev": 10.122
}

(13)
{
  "formula": "H3OPSi",
  "method": "wB97M-V/def2-TZVPD",
  "elements": ["H", "H", "O", "P", "Si", "H"],
  "coordinates": [[-0.345, -0.180, 1.564], [1.825, 0.560, 1.090], [-1.819, 0.048, -1.587], [-0.728, 0.979, -1.333], [0.598, -0.032, 0.425], [0.469, -1.375, -0.158]],
  "lumo_ev": -1.2,
  "e_above_lowest_kcal_mol": 21.35,
  "total_charge": 0,
  "total_energy_ha": -707.818219,
  "homo_lumo_gap_ev": 7.485
}

(14)
{
  "formula": "H3ORu",
  "method": "wB97M-V/def2-TZVPD",
  "elements": ["O", "H", "H", "H", "Ru"],
  "coordinates": [[0.453, 0.538, 0.164], [1.230, 0.981, -0.197], [-0.378, 1.024, -0.185], [-1.490, -1.177, -0.048], [0.185, -1.366, 0.266]],
  "spin_multiplicity": 6,
  "lumo_ev": [-12.3, -15.6],
  "s_squared": 8.7538,
  "e_above_lowest_kcal_mol": 0.00,
  "total_charge": 2,
  "total_energy_ha": -170.898638,
  "homo_lumo_gap_ev": [9.859, 9.870]
}

(15)
{
  "formula": "H3OS",
  "method": "wB97M-V/def2-TZVPD",
  "elements": ["S", "H", "H", "H", "O"],
  "coordinates": [[-1.094, -0.293, 0.196], [1.317, 0.424, -0.810], [1.917, 0.502, 0.567], [-1.760, 0.601, -0.562], [2.171, 0.480, -0.359]],
  "lumo_ev": 4.8,
  "e_above_lowest_kcal_mol": 1.85,
  "total_charge": -1,
  "total_energy_ha": -475.265524,
  "homo_lumo_gap_ev": 7.488
}

(16)
{
  "formula": "H3PS4",
  "method": "wB97M-V/def2-TZVPD",
  "elements": ["H", "H", "S", "S", "S", "P", "H", "S"],
  "coordinates": [[1.804, 0.547, -2.415], [-0.860, 2.070, 0.751], [2.649, 1.584, 0.166], [-1.539, 0.928, 0.528], [1.298, -1.377, 1.373], [1.225, 0.229, -0.034], [-0.016, -1.264, 1.671], [1.208, -0.604, -1.977]],
  "lumo_ev": [-2.5, -2.4],
  "e_above_lowest_kcal_mol": 38.64,
  "total_charge": 0,
  "total_energy_ha": -1935.878248,
  "homo_lumo_gap_ev": [6.819, 6.764]
}

(17)
{
  "formula": "H40KO20",
  "method": "wB97M-V/def2-TZVPD",
  "elements": ["H", "H", "H", "H", "H", "H", "O", "O", "O", "H", "H", "K", "H", "H", "H", "H", "H", "H", "O", "H", "O", "H", "O", "O", "H", "H", "H", "H", "H", "H", "H", "H", "O", "O", "O", "O", "O", "H", "H", "H", "H", "O", "O", "H", "O", "H", "O", "H", "H", "H", "H", "H", "O", "H", "H", "H", "H", "H", "O", "O", "O"],
  "coordinates": [[2.553, -3.084, 2.526], [-2.096, -1.312, -1.795], [-3.428, 0.287, 1.115], [-1.641, -2.154, -0.623], [3.985, -0.153, -1.451], [-3.025, -1.449, 2.799], [-1.804, -1.248, -0.886], [-2.415, 1.546, -1.517], [3.647, -0.195, -2.345], [1.021, 0.581, 5.219], [-3.315, -0.248, -3.841], [0.415, 0.596, 0.260], [-1.379, 1.646, -3.884], [-0.682, 4.141, -0.795], [4.240, 0.359, -2.852], [0.517, 1.303, -3.216], [-0.811, 3.651, -2.221], [1.792, 4.377, 3.069], [3.145, -2.776, -2.596], [-0.206, -2.843, -3.121], [-4.280, -1.450, 0.690], [-2.314, 0.733, -1.022], [0.808, 0.989, 4.379], [-0.627, 2.077, -4.291], [0.558, -0.600, 3.423], [-1.492, 2.677, 1.313], [0.748, -1.903, 2.677], [3.321, -1.845, -2.464], [-0.448, 3.766, 1.441], [-0.098, -1.563, -2.321], [-1.652, -2.024, 2.524], [-4.142, -1.317, -0.248], [4.609, -0.699, 0.154], [-2.563, -0.578, -3.349], [-2.405, -2.110, 3.108], [-3.019, 1.132, 1.301], [2.288, 3.747, 3.591], [-0.035, 1.417, 4.528], [-3.015, 2.075, -0.990], [5.247, 0.013, 0.094], [2.274, -2.801, -2.994], [0.431, -2.213, -2.783], [-1.184, -3.787, -0.502], [-3.715, 1.773, 1.159], [0.228, -1.100, 2.676], [-4.523, -2.372, 0.769], [0.819, 0.944, -2.382], [-0.907, 2.984, -4.414], [-0.446, -4.381, -0.368], [2.110, -2.957, 3.968], [3.365, 1.579, 1.663], [4.036, -0.447, 0.877], [1.796, -3.205, 3.098], [2.159, 4.031, 4.496], [-1.998, -0.975, -4.011], [2.406, 0.850, 2.581], [-1.921, -4.362, -0.708], [1.715, 0.655, -2.555], [-0.592, 2.895, 1.070], [-0.770, 4.450, -1.696], [2.715, 0.876, 1.675]],
  "lumo_ev": -2.7,
  "e_above_lowest_kcal_mol": 43.53,
  "total_charge": 1,
  "total_energy_ha": -2128.618755,
  "homo_lumo_gap_ev": 9.098
}